Entry from the Open Molecules 2025 dataset: a molecular structure, C8H12B4CaF16O6 at a distorted geometry (ωB97M-V/def2-TZVPD).

Results
- 2S+1: 2
- Net charge: -1
- Frontier orbital gap (spin up / spin down): 9.70 / 2.89 eV
- Expectation value of S²: 0.7546

Last column: Löwdin charge in e.
Geometry (Å):
Ca1 0.7162 -2.0258 -0.9738  1.637
B1 2.4234 -4.3974 -0.4870  -1.403
F1 3.6451 -4.0507 -0.9046  0.210
F2 2.4683 -5.6363 0.1554  0.115
F3 1.9591 -3.5155 0.5082  0.059
F4 1.4535 -4.3322 -1.4340  0.130
B2 -1.8264 -3.1973 -3.0978  -1.324
F5 -1.8599 -4.3502 -2.3485  0.439
F6 -0.7109 -2.5179 -2.6776  0.108
F7 -1.7441 -3.3821 -4.4278  0.252
F8 -2.9356 -2.5829 -2.6218  0.365
B3 3.1977 -1.1737 -2.1671  -1.433
F9 3.0933 -1.4505 -0.8386  0.123
F10 3.4867 0.1344 -2.3045  0.176
F11 4.2107 -1.9782 -2.7046  0.124
F12 2.0039 -1.4789 -2.7761  0.078
B4 -1.5948 -2.6823 0.7124  -1.408
F13 -2.9309 -2.9771 0.9019  0.162
F14 -1.3916 -1.6611 -0.1585  0.095
F15 -1.0134 -2.4051 1.9267  0.179
F16 -1.0068 -3.7368 0.0647  0.200
C1 -1.6819 3.9630 0.3373  -0.010
C2 -2.0676 2.7800 -0.5324  -0.277
C3 -1.7701 3.0810 -1.9482  -0.133
O1 -1.4115 1.8218 -2.4783  0.086
C4 -0.8535 1.0911 -1.4559  -0.473
O2 -0.0783 0.1443 -1.6778  0.057
O3 -1.2326 1.6018 -0.3268  0.128
H1 -1.6309 3.5755 1.3548  0.055
H2 -2.5058 4.6702 0.2412  0.096
H3 -0.7539 4.4463 0.0319  0.094
H4 -3.1089 2.5131 -0.3519  0.166
H5 -1.0410 3.8571 -2.1809  0.140
H6 -2.6882 3.4247 -2.4247  0.141
C5 -0.5808 2.4432 3.6341  -0.007
C6 0.5118 2.1489 2.5783  -0.288
C7 1.9093 1.9532 3.0910  -0.089
O4 2.2721 0.7399 2.4393  0.089
C8 1.2608 0.0950 1.8187  -0.411
O5 1.3348 -0.8668 1.0197  0.041
O6 0.1504 0.8389 2.0467  0.064
H7 -0.9960 1.5163 4.0300  0.098
H8 -1.4341 3.0221 3.2806  0.057
H9 -0.2618 2.9939 4.5189  0.078
H10 0.6490 2.8756 1.7776  0.138
H11 1.9728 1.8392 4.1732  0.139
H12 2.3925 2.8283 2.6565  0.138

Atoms 1-2, force components in eV/Å:
Ca 1.1 -0.6 0.6
B 0.8 -1.3 2.6


Entry from the Open Molecules 2025 dataset: a molecular structure, C8H12BN4S2SbSe4Sn (ωB97M-V/def2-TZVPD).

Results
- Frontier orbital gap: 7.02 eV

Last column: Löwdin charge in e.
Geometry (Å):
Sn1 -0.0040 0.0126 2.1057  -0.068
Se1 2.2682 3.8817 3.1329  -0.095
Sb1 0.0484 3.1078 3.0877  -0.132
Se2 -0.0068 0.8640 4.4363  0.066
Se3 0.0036 1.8083 0.4812  0.095
Se4 -2.1224 4.0073 3.1631  -0.097
C1 -3.8990 0.6395 0.2897  -0.008
N1 -2.9505 -0.1876 -0.4624  -0.116
C2 -2.7510 -0.1245 -1.8206  -0.028
C3 -1.7118 -0.9435 -2.0915  -0.050
N2 -1.2781 -1.5057 -0.9115  0.011
B1 0.0022 -2.4466 -0.7970  -0.395
N3 1.2802 -1.5008 -0.9067  0.011
C4 1.7160 -0.9269 -2.0806  -0.050
C5 2.7435 -0.0964 -1.7973  -0.029
N4 2.9333 -0.1648 -0.4378  -0.117
C6 3.8645 0.6702 0.3280  -0.009
C7 2.0487 -1.0305 0.0854  -0.711
S1 1.9812 -1.3535 1.8142  0.642
C8 -2.0587 -1.0393 0.0735  -0.707
S2 -1.9984 -1.3465 1.8066  0.640
H1 -4.4746 1.2135 -0.4307  0.096
H2 -3.3495 1.3127 0.9460  0.073
H3 -4.5662 0.0135 0.8741  0.091
H4 -3.3536 0.4975 -2.4580  0.129
H5 -1.2570 -1.1842 -3.0362  0.123
H6 0.0044 -3.2127 -1.7336  0.077
H7 0.0022 -2.9719 0.2792  0.054
H8 1.2705 -1.1674 -3.0301  0.123
H9 3.3425 0.5377 -2.4263  0.129
H10 4.4259 1.2711 -0.3816  0.097
H11 4.5459 0.0479 0.9001  0.092
H12 3.3005 1.3178 0.9982  0.062

Atoms 1-2, force components in eV/Å:
Sn 0.0 -0.3 0.4
Se 0.0 0.2 0.1


Entry from the Open Molecules 2025 dataset: a molecular structure, C8H12Br2Cl2GaInOS at a distorted geometry (ωB97M-V/def2-TZVPD).

Results
- Net charge: +2
- Frontier orbital gap: 5.54 eV

Last column: Löwdin charge in e.
Geometry (Å):
C1 -0.3194 2.9978 -2.0716  -0.137
C2 0.6365 1.8477 -2.3865  -0.424
S1 1.9416 1.8276 -1.1599  1.201
C3 2.1981 0.2974 -0.6741  -0.339
Ga1 0.5334 -0.0027 0.9422  0.095
Cl1 -0.3703 1.8507 1.4901  0.334
C4 1.7987 -0.6515 2.3632  -0.204
C5 1.6071 0.2641 3.5379  -0.938
O1 0.8065 0.0843 4.3977  0.082
Cl2 2.6882 1.6457 3.5127  0.722
C6 -0.7163 -1.4067 0.2621  -0.718
Br1 -0.0594 -3.1716 0.6445  0.718
C7 -1.8995 -1.3350 -0.3437  -0.860
C8 -2.8286 -2.4663 -0.6872  -0.264
Br2 -2.5876 0.3444 -0.8512  0.865
H1 -0.7999 2.8478 -1.1071  0.016
H2 0.2019 3.9543 -2.0309  0.095
H3 -1.0790 3.0344 -2.8503  0.103
H4 0.1553 0.8675 -2.3617  0.078
H5 1.1415 1.9743 -3.3508  0.117
H6 1.9122 -0.5371 -1.3170  0.096
H7 3.0952 0.1750 -0.0744  0.069
H8 1.4501 -1.6540 2.6076  0.053
H9 2.8318 -0.6868 2.0290  0.064
H10 -2.2981 -3.4105 -0.8241  0.040
H11 -3.3496 -2.2564 -1.6214  0.094
H12 -3.6297 -2.5358 0.0598  -0.034
In1 -3.0606 -3.8986 1.8648  1.079

Atoms 1-2, force components in eV/Å:
C 0.1 0.1 0.2
C -0.3 -0.3 -0.1


Entry from the Open Molecules 2025 dataset: 3 unconnected molecules or ions with the total composition C8H12Br4N2O2 at a distorted geometry (ωB97M-V/def2-TZVPD).

Results
- Frontier orbital gap: 8.05 eV

Last column: Löwdin charge in e.
Geometry (Å):
O1 0.6572 1.6321 3.4155  -0.059
C1 0.5166 2.8062 2.9240  -0.558
O2 1.6167 3.4709 2.3886  -0.143
N1 -0.8546 3.3854 2.9694  -0.004
C2 -1.0621 4.8140 2.7944  0.074
C3 -2.5994 4.8722 2.9723  -0.011
N2 -3.0821 3.5123 3.2049  0.038
C4 -2.0082 2.5455 3.2048  0.060
H1 -0.2779 5.6110 2.5884  0.146
H2 -3.1985 5.8429 2.9400  0.120
H3 -4.0702 3.2555 3.3756  0.159
H4 -2.0473 1.4077 3.3483  0.173
Br1 0.7899 -1.1261 -2.4663  0.589
C5 1.0052 0.2186 -1.0701  -0.684
C6 0.0869 -0.0503 0.0960  -0.680
Br2 -1.7484 0.4706 -0.3142  0.573
H5 0.8401 1.1898 -1.5358  0.054
H6 2.0495 0.1415 -0.7612  0.064
H7 0.3708 0.5603 0.9563  0.040
H8 0.0612 -1.0988 0.3930  0.055
Br3 2.8811 -7.0757 -4.7753  0.595
C7 2.1133 -5.8285 -3.4883  -0.699
C8 0.9679 -5.0541 -4.0924  -0.696
Br4 1.6127 -3.6477 -5.2777  0.582
H9 2.9262 -5.1938 -3.1362  0.053
H10 1.7621 -6.4527 -2.6638  0.057
H11 0.4044 -4.5343 -3.3149  0.048
H12 0.2870 -5.6744 -4.6754  0.052

Atoms 1-2, force components in eV/Å:
O -2.2 3.2 -1.2
C 7.8 -2.0 -0.9


Entry from the Open Molecules 2025 dataset: 2 unconnected molecules or ions with the total composition C8H12BrN3 at a distorted geometry (ωB97M-V/def2-TZVPD).

Results
- Frontier orbital gap (spin up / spin down): 7.44 / 7.45 eV

Last column: Löwdin charge in e.
Geometry (Å):
C1 -1.9291 0.0290 0.6784  -0.107
C2 -0.6695 0.4382 1.1423  -0.067
C3 -2.3001 0.8911 -0.3175  -0.128
C4 -0.2928 1.5540 0.4103  -0.288
C5 0.9100 2.3021 0.5216  -0.082
C6 1.7244 -1.1850 -0.4984  -0.617
C7 1.2386 -2.2711 0.0727  -0.281
C8 -0.0357 -2.9155 -0.3482  -0.102
N1 -1.3038 1.8065 -0.4819  0.064
N2 1.2224 3.3311 -0.2374  -0.161
N3 2.2602 4.0953 -0.2659  0.000
Br1 3.3292 -0.3634 0.0755  0.667
H1 -2.5026 -0.8010 1.0410  0.093
H2 -0.0940 -0.0194 1.9216  0.107
H3 -3.1871 0.9201 -0.9190  0.104
H4 1.6274 1.9982 1.2690  0.105
H5 1.2593 -0.6753 -1.3260  0.056
H6 1.7580 -2.7297 0.9024  0.096
H7 -0.7632 -2.8374 0.4588  0.068
H8 0.1253 -3.9736 -0.5511  0.074
H9 -0.4452 -2.4371 -1.2341  0.076
H10 -1.3478 2.5818 -1.1201  0.144
H11 0.5412 3.6098 -0.9460  0.148
H12 2.9435 3.8009 0.4342  0.031

Atoms 1-2, force components in eV/Å:
C -0.3 0.0 -0.2
C 0.3 0.6 -0.1


Entry from the Open Molecules 2025 dataset: a molecular structure, C8H12BrPSi at a distorted geometry (ωB97M-V/def2-TZVPD).

Results
- Frontier orbital gap: 7.93 eV

Last column: Löwdin charge in e.
Geometry (Å):
C1 3.0441 0.2292 1.7800  -0.096
C2 1.7639 0.5231 1.2077  -0.248
C3 3.2621 -0.8902 2.5208  -0.312
C4 2.3254 -1.8449 2.8785  -1.029
C5 0.6434 -0.1492 1.1430  -0.223
C6 -1.0975 1.6374 -0.6888  -0.205
C7 -2.3658 -1.0633 0.4938  -0.159
C8 -0.0317 -1.2116 -1.6064  -0.195
Si1 -0.7209 -0.1533 -0.2275  0.520
P1 0.6887 -2.0433 2.6725  0.936
Br1 3.2444 -2.9391 4.3321  0.518
H1 3.8335 0.9664 1.7799  0.104
H2 1.7246 1.4512 0.6615  0.090
H3 4.3217 -1.0347 3.0033  0.098
H4 -1.4876 2.1163 0.2579  0.046
H5 -0.2182 2.2688 -0.9455  0.033
H6 -1.8839 1.6171 -1.4514  0.025
H7 -2.9970 -0.3731 0.9894  0.001
H8 -2.7691 -1.7265 -0.2049  -0.014
H9 -2.1209 -1.8499 1.2460  0.009
H10 0.4660 -1.9605 -0.9911  0.017
H11 -0.9061 -1.5911 -2.2605  0.066
H12 0.7270 -0.7954 -2.2409  0.016

Atoms 1-2, force components in eV/Å:
C -0.5 -0.7 1.2
C 1.4 1.3 -0.5


Entry from the Open Molecules 2025 dataset: a molecular structure, C8H12Cl2FeGaN2O4 at a distorted geometry (ωB97M-V/def2-TZVPD).

Results
- 2S+1: 6
- Net charge: +4
- Frontier orbital gap (spin up / spin down): 4.04 / 3.51 eV
- Expectation value of S²: 8.7759

Last column: Löwdin charge in e.
Geometry (Å):
Ga1 -0.5622 -1.7247 -4.0955  0.520
Fe1 -0.0339 0.5737 0.3657  0.812
Cl1 -2.3946 -2.2340 -3.0883  0.447
Cl2 0.0164 2.2158 -1.0724  0.232
C1 1.7255 2.2174 1.1556  -0.010
C2 0.4800 -2.9859 -5.1052  0.154
C3 -0.3502 0.1925 -4.4140  0.116
O1 2.2780 3.2188 1.1347  0.196
O2 1.1217 -3.7632 -5.7010  0.379
O3 -0.3080 1.3361 -4.6233  0.338
C4 -3.4127 -0.4192 3.2242  0.018
N1 -2.1006 -0.8205 3.7032  -0.067
C5 -2.0560 -1.6166 4.9140  0.014
C6 -1.0789 -0.6936 2.8220  -0.392
O4 -1.3076 -0.1619 1.6938  -0.049
N2 0.1862 -1.1385 3.0901  -0.059
C7 0.7800 -1.1920 4.4130  0.015
C8 1.1095 -1.0057 1.9675  -0.039
H1 -4.1219 -0.5430 4.0487  0.121
H2 -3.7267 -1.0417 2.3729  0.120
H3 -3.3868 0.6274 2.8989  0.115
H4 -1.5251 -2.5658 4.7552  0.117
H5 -1.5797 -1.0640 5.7368  0.121
H6 -3.0930 -1.8300 5.1914  0.120
H7 0.5948 -2.1665 4.8883  0.124
H8 1.8651 -1.0697 4.3134  0.122
H9 0.4088 -0.3880 5.0672  0.129
H10 0.6161 -1.3619 1.0436  0.090
H11 1.4776 0.0395 1.8662  0.045
H12 1.9834 -1.6307 2.1762  0.151

Atoms 1-2, force components in eV/Å:
Ga -3.7 -1.0 1.7
Fe -0.3 1.5 1.8


Going through the records in order, we get electronic energy values of -3139.3554, -11412.7602, -8968.1357, -10867.9730, -3050.2116, -3516.7841, -4829.5518 hartree.